# 1
# C34H82BIN23O15

12 unconnected molecules or ions with the total composition C34H82BIN23O15 at a distorted geometry (ωB97M-V/def2-TZVPD, the Open Molecules 2025 dataset).

Results
- maximum force (eV/A) = 4.5
- total charge = +1
- E_LUMO (eV) = -3.772
- HOMO level (eV) = -10.57
- gap between HOMO and LUMO (eV) = 6.80

Last column: Mulliken charge in e.
Atoms and positions in Å:
I: 5.1860 0.3215 -2.0041  0.167
O: -7.0891 1.9284 -6.7416  -0.662
O: 0.5547 6.6081 4.2583  -0.412
O: -2.0266 -7.5297 -1.4515  -0.751
O: 5.9228 2.1986 6.0409  -0.667
O: -5.3223 -1.6912 -5.3148  -0.664
O: -1.1392 6.0907 -0.0327  -0.662
O: -4.4860 -8.4562 -4.1800  -0.658
O: 4.1943 5.3820 3.1391  -0.644
O: -1.3494 -3.3539 0.4039  -0.294
O: -0.1338 0.1849 0.8882  -0.283
O: -3.9398 -3.6381 5.4361  -0.674
O: 9.4064 -0.3984 -0.2104  -0.652
O: 2.3300 -1.3456 -5.3485  -0.623
O: 3.7264 7.9143 8.4676  -0.670
O: -3.7650 -8.3544 2.9624  -0.736
N: -6.7927 0.9562 -4.7189  -0.289
N: -2.3859 -4.0618 3.8457  -0.250
N: 6.0690 4.7567 4.2500  -0.269
N: -5.3153 -6.7222 3.1980  -0.323
N: 6.2020 6.2374 2.5242  -0.431
N: -1.5584 -6.6987 0.6048  -0.293
N: 10.8183 -1.1130 -1.8287  -0.381
N: -5.2271 -3.7556 -6.2384  -0.441
N: 6.4235 0.0196 5.6905  -0.405
N: -7.5307 3.1115 -4.8615  -0.394
N: 8.6203 -0.7279 -2.3077  -0.257
N: 5.1265 6.6281 7.2376  -0.318
N: 3.0764 7.2050 6.4183  -0.181
N: -3.3557 -2.8182 -5.3378  -0.273
N: 0.4953 3.4854 0.4062  0.435
N: 4.3375 0.8075 5.2139  -0.330
N: -2.2309 -8.6060 -4.0451  -0.300
N: -2.7674 -8.6143 0.3955  -0.287
N: 4.5871 -1.4881 -5.2372  -0.258
N: -5.0647 -8.3066 4.8157  -0.441
N: -3.2838 -8.9077 -6.0478  -0.402
N: 3.5106 -1.8280 -7.2200  -0.393
N: -4.5156 -3.5035 3.2510  -0.291
C: 5.5844 1.0829 5.6731  0.687
C: -2.8416 2.1616 -4.8450  -0.748
C: -0.0723 -1.1439 0.2942  -0.175
C: -7.1343 1.9933 -5.5233  0.678
C: 1.1381 2.3515 0.0866  -0.568
C: 2.6950 2.0756 -0.0882  -0.667
C: 3.4036 -1.5409 -5.8989  0.629
C: 3.9601 7.2917 7.4443  0.484
C: -1.3337 2.1448 -0.2910  -0.121
C: -1.8837 3.2660 -4.3389  -0.778
C: -3.6342 -3.7282 4.2589  0.598
C: 0.6142 4.2721 3.4935  -0.135
C: -1.0127 -2.1542 1.1604  -0.491
C: 5.4099 5.4535 3.2950  0.578
C: -1.4602 3.1925 2.1199  -1.008
C: -0.0078 1.2117 -0.1071  -0.063
C: -3.4053 -8.6437 -4.7193  0.648
C: -0.2215 5.6421 3.4706  -0.160
C: -1.3504 3.2960 -2.8543  -0.242
C: -0.2164 2.9534 3.1032  -0.679
C: -1.0177 3.4597 0.5558  -0.233
C: -2.7360 1.0923 -2.3350  -0.445
C: -3.2510 1.0387 -3.8095  -0.487
C: 9.6027 -0.7246 -1.3700  0.610
C: -4.6567 -7.8293 3.6165  0.635
C: -2.4248 -3.0855 -0.5332  0.420
C: -2.1137 -7.6124 -0.2299  0.619
C: 1.7801 6.9528 3.5696  -0.516
C: -4.6779 -2.6894 -5.6110  0.648
C: 3.3965 2.8732 -1.2998  -0.396
C: -1.7781 2.2350 -1.8148  0.208
C: -3.4665 4.8381 0.1998  -1.042
C: -2.2237 -3.7902 -1.9724  -0.823
C: 3.6534 1.8299 -2.5044  -1.020
B: -1.8318 4.8406 0.2464  1.075
H: -6.2075 -3.7060 -6.4620  0.223
H: 10.9887 -1.3829 -2.7805  0.162
H: -2.1269 -4.1384 2.8770  0.104
H: 4.1003 2.4265 -3.3722  0.503
H: 0.9952 -1.5597 0.3018  0.181
H: 5.4747 -1.6465 -5.6789  0.145
H: 4.3880 -1.9899 -7.6803  0.157
H: 0.2430 0.7702 -1.1491  0.761
H: -1.9530 -1.5462 1.4232  0.306
H: 4.4396 3.1974 -0.9210  0.341
H: -1.5739 -3.1813 -2.6879  0.176
H: -1.0604 -5.9314 0.1835  0.103
H: -0.6609 2.5410 4.0909  0.512
H: 5.3278 6.1131 6.3988  0.241
H: -5.7949 -7.8824 5.3588  0.161
H: 7.3605 0.1755 6.0240  0.232
H: -5.0458 -6.3320 2.3105  0.174
H: -1.7859 -4.8583 -1.8787  0.122
H: -1.6228 -6.7546 1.6060  0.183
H: 11.5784 -1.1264 -1.1689  0.235
H: -2.8198 -3.6331 -5.5769  0.183
H: -2.2690 -8.4127 -3.0506  0.270
H: 6.1550 -0.9002 5.3908  0.157
H: -7.5713 3.1749 -3.8606  0.156
H: 2.7963 3.7951 -1.6042  0.385
H: -0.4649 -1.1958 -0.7795  0.265
H: 5.5216 4.1568 4.8503  0.120
H: 3.2605 6.6952 5.5736  0.214
H: 0.4990 2.1376 2.7297  0.042
H: -2.9026 -2.0499 -4.8714  0.127
H: -3.9324 0.2188 -4.2253  0.595
H: 5.8142 6.6632 7.9716  0.175
H: -4.6030 -9.1291 5.1673  0.224
H: -3.7933 3.9098 0.8151  0.292
H: 2.9046 0.9377 -0.1135  0.293
H: -0.2658 6.0900 2.4112  0.221
H: -0.4754 -2.4671 2.1183  0.296
H: 7.1968 6.3031 2.6437  0.151
H: 3.2038 2.4437 0.8856  0.278
H: -7.7944 3.9082 -5.4171  0.226
H: -3.2445 2.1487 -5.9254  0.407
H: -1.8360 6.7824 0.0267  0.299
H: 2.6396 1.3507 -2.7538  0.383
H: 8.7701 -0.9942 -3.2641  0.146
H: -2.1864 4.0091 2.5029  0.515
H: -2.8405 -8.6836 1.4004  0.303
H: 7.7002 -0.4462 -2.0117  -0.027
H: 2.1666 8.0131 3.8289  0.409
H: -3.9171 5.7418 0.7373  0.385
H: -4.7074 -4.5786 -6.4851  0.152
H: -6.0475 -6.2832 3.7264  0.178
H: 4.0507 -0.1054 4.9101  0.156
H: -4.2726 -3.5758 2.2790  0.140
H: -2.4017 -9.0634 -6.5007  0.158
H: -3.1972 -9.3183 -0.1819  0.191
H: -6.8269 1.0018 -3.7167  0.150
H: -5.4563 -3.2530 3.5071  0.210
H: 1.6876 6.9356 2.4145  0.157
H: 2.6157 6.1886 3.8124  0.082
H: -3.2484 -3.9131 -2.4967  0.298
H: -1.2619 5.5467 3.9336  0.152
H: -0.6552 4.1609 -2.5387  0.254
H: -1.3403 -8.7589 -4.4822  0.149
H: 2.1959 7.6813 6.5250  0.133
H: -2.5700 -1.9573 -0.7013  -0.300
H: -3.8707 4.6644 -0.8558  0.264
H: -1.5835 4.0814 -5.0934  0.310
H: 3.6780 1.5673 5.1830  0.168
H: -3.4257 -3.4872 -0.1161  0.223
H: -1.6957 -4.2388 4.5568  0.186
H: 0.9749 4.3927 0.5625  0.441
H: -2.1449 1.4454 0.1484  0.666
H: -6.4903 0.1031 -5.1632  0.203
H: 1.5045 4.3546 2.7697  -0.231
H: -2.0853 2.2170 2.1488  0.383
H: -4.1303 -8.9460 -6.5907  0.234
H: 5.7559 6.7755 1.7999  0.234
H: 1.0590 4.1834 4.5593  0.576
H: 7.0630 4.8096 4.3840  0.144
H: 2.6579 -1.8777 -7.7526  0.226
H: -3.0867 0.2369 -1.6594  0.069
H: 4.5551 -1.2778 -4.2529  0.076

# 2
# C26H39FeN8O5

A molecular structure, C26H39FeN8O5 at a distorted geometry (ωB97M-V/def2-TZVPD, the Open Molecules 2025 dataset).

Results
- maximum force (eV/A) = 2.6
- multiplicity = 6
- total charge = +2
- E_LUMO (spin up / spin down) (eV) = -5.925 / -7.759
- energy above the lowest of the compared OMol25 structures with the same formula, charge and spin (eV) = 0.0000
- HOMO level (spin up / spin down) (eV) = -12.37 / -12.37
- gap between HOMO and LUMO (spin up / spin down) (eV) = 6.45 / 4.61

Last column: Mulliken spin population.
Atoms and positions in Å:
Fe: -1.2407 0.5771 -0.3183  4.228
O: 0.6901 -4.5298 -5.7240  0.002
O: 0.0751 -0.2172 -1.2982  0.277
O: -2.5195 1.0676 -1.8013  0.087
O: -0.1712 -5.6975 -4.0486  0.002
O: -2.2564 -1.3145 -0.4481  0.085
N: 3.7235 0.0895 1.2081  -0.001
N: -2.4978 -1.0897 2.4328  0.015
N: -0.4820 -2.3179 2.4353  0.015
N: -1.3558 2.5897 0.5809  0.083
N: -0.6650 -0.1199 1.4955  0.126
N: 4.4659 1.1434 -1.0688  0.000
N: 0.2727 -4.6978 -4.5678  -0.002
N: -3.5142 3.0716 -1.6786  0.013
C: -0.3670 4.0402 2.2104  0.005
C: -0.4390 2.8522 1.4866  0.009
C: 4.0197 -0.9947 0.2098  0.001
C: -1.1907 -1.1898 2.1204  -0.010
C: -2.5450 4.5251 1.3449  0.001
C: -2.4750 3.3648 0.5710  0.002
C: 2.7105 1.0007 0.6306  -0.014
C: -3.7131 2.9240 -0.2007  -0.005
C: 1.2115 -2.5250 -3.8614  -0.007
C: 1.1813 -1.4217 -2.9966  0.053
C: 4.9292 0.9206 1.3419  0.000
C: 0.8143 -2.6000 1.7943  0.003
C: -2.9308 2.0847 -2.3964  0.004
C: 0.1346 -1.3071 -2.0404  0.018
C: -0.7756 -2.3662 -2.0058  -0.019
C: -1.9171 -2.2951 -1.1014  -0.019
C: 3.0785 1.5285 -0.7371  0.001
C: 4.5721 -0.3445 -1.1035  -0.001
C: -0.7426 -3.4951 -2.8226  -0.010
C: -2.6929 2.2802 -3.8449  0.005
C: -3.2198 0.1726 2.3990  0.020
C: -1.4052 4.8971 2.0770  0.003
C: -3.3822 -2.2067 2.5901  -0.001
C: 0.2305 -3.4994 -3.7473  0.018
C: -0.7255 -2.9163 3.7681  -0.001
C: 5.3542 1.5555 -0.0025  0.000
H: 0.3535 -0.2481 1.5763  -0.033
H: 0.7765 -2.5949 0.7170  0.000
H: -3.4598 5.1152 1.4791  0.001
H: 3.0986 2.6552 -0.8763  0.000
H: -1.2274 5.8530 2.5387  0.000
H: -0.7541 -2.1834 4.5888  0.001
H: -3.8955 0.2041 3.2644  0.001
H: -3.8768 0.2257 1.4580  -0.006
H: 1.9705 -2.7651 -4.5957  0.000
H: 4.7242 -1.6677 0.6849  0.000
H: 3.9679 -0.7198 -1.9469  0.001
H: -3.6730 -2.4486 3.6150  0.001
H: 5.6345 -0.5678 -1.3126  0.000
H: 1.5431 -1.8324 2.0516  -0.001
H: -3.3047 3.0990 -4.1632  0.000
H: 0.1492 -3.5542 4.0014  0.000
H: -4.3593 -1.9031 2.1116  0.001
H: 2.4420 1.8143 1.3445  0.001
H: 4.7398 1.6086 2.2091  0.000
H: 0.3482 2.1552 1.6043  -0.012
H: -3.0206 1.4247 -4.4536  0.000
H: 1.2306 -3.4963 2.2108  0.000
H: 5.6777 0.2426 1.6574  0.000
H: -1.4860 -4.2810 -2.6996  -0.001
H: -3.8124 1.8420 -0.0171  0.012
H: -2.5501 0.9917 2.4257  0.007
H: 3.0886 -1.5574 0.1188  0.000
H: 1.7644 0.4350 0.6002  0.029
H: 1.9773 -0.6351 -2.9582  0.002
H: -1.6459 -3.5395 3.8205  0.000
H: 0.4957 4.3411 2.7631  0.001
H: -3.9151 3.8297 -2.1912  -0.001
H: 6.3575 1.1493 -0.2140  0.000
H: -2.4318 -3.2543 -0.9425  0.006
H: -2.9670 -3.0703 2.0440  0.001
H: 5.4697 2.6923 -0.0493  0.000
H: -4.5326 3.5063 0.1636  0.000
H: -1.5972 2.4632 -3.9727  0.000
H: 2.4604 1.1319 -1.5381  0.002

# 3
# C3H8N3

A gas-phase ion, C3H8N3 (charge +1) at a distorted geometry (ωB97M-V/def2-TZVPD, the Open Molecules 2025 dataset).

Results
- maximum force (eV/A) = 5.7
- total charge = +1
- SMILES = C=NC(=[NH2+])NC
- E_LUMO (eV) = -3.787
- energy above the lowest of the compared OMol25 structures with the same formula, charge and spin (eV) = 2.8156
- HOMO level (eV) = -14.76
- gap between HOMO and LUMO (eV) = 10.97

Last column: Mulliken charge in e.
Atoms and positions in Å:
N: -0.7062 -1.3467 1.3373  -0.314
N: -0.7168 0.5570 -0.2140  -0.211
N: 1.3785 0.0405 0.7685  -0.309
C: -0.0683 -2.3425 1.7698  -0.131
C: -0.4575 1.7151 -1.1177  -0.760
C: 0.1198 -0.1389 0.5034  0.640
H: -0.7265 -3.0573 2.3625  0.262
H: 1.9536 -0.8446 1.0614  0.236
H: 1.8425 0.8729 0.4707  0.225
H: 1.0532 -2.5588 1.7452  0.129
H: 0.5633 2.1232 -0.9331  0.276
H: -0.3243 1.2635 -2.1073  0.309
H: -1.7511 0.6375 -0.1349  0.338
H: -1.2323 2.3397 -0.9354  0.310

# 4
# C3H6N3O3

2 unconnected molecules or ions with the total composition C3H6N3O3 at a distorted geometry (ωB97M-V/def2-TZVPD, the Open Molecules 2025 dataset).

Results
- maximum force (eV/A) = 4.7
- total charge = -1
- E_LUMO (spin up / spin down) (eV) = 3.774 / 3.774
- energy above the lowest of the compared OMol25 structures with the same formula, charge and spin (eV) = 5.4529
- HOMO level (spin up / spin down) (eV) = -3.48 / -3.48
- gap between HOMO and LUMO (spin up / spin down) (eV) = 7.25 / 7.25

Last column: Mulliken charge in e.
Atoms and positions in Å:
O: 2.1312 -0.0348 1.0362  -0.553
O: -3.0025 2.5246 -1.1047  -0.702
O: -2.2377 2.1759 0.8323  -0.761
N: -1.6766 0.8904 -0.8766  -0.384
N: 0.0566 1.0154 0.7705  0.157
N: -2.3332 1.8579 -0.3727  1.013
C: 0.1358 -0.4814 -1.2263  -0.834
C: -0.6812 0.3377 -0.2697  -0.383
C: 1.2134 0.6799 1.3243  -0.053
H: 1.1604 1.3544 2.1369  0.330
H: 0.3204 -1.4489 -0.7942  0.163
H: -1.3181 -1.1281 0.8947  0.120
H: 1.0338 0.1094 -1.4710  0.228
H: -0.4828 -0.6067 -2.1373  0.450
H: -0.6310 1.7260 1.1329  0.209

# 5
# C4H6N4O

A molecular structure, C4H6N4O at a distorted geometry (ωB97M-V/def2-TZVPD, the Open Molecules 2025 dataset).

Results
- maximum force (eV/A) = 7.8
- multiplicity = 3
- E_LUMO (spin up / spin down) (eV) = 0.736 / -1.800
- energy above the lowest of the compared OMol25 structures with the same formula, charge and spin (eV) = 0.0000
- HOMO level (spin up / spin down) (eV) = -4.95 / -8.83
- gap between HOMO and LUMO (spin up / spin down) (eV) = 5.68 / 7.03

Last column: Mulliken spin population.
Atoms and positions in Å:
O: -2.6651 -0.7857 0.0773  0.006
N: -1.3115 -0.4628 0.0284  0.060
N: 0.9551 -1.1252 -0.1025  0.040
N: 2.8640 0.0565 0.0353  0.206
N: -1.9762 1.8178 -0.1326  0.134
C: 1.5047 0.0783 0.0320  0.373
C: -1.1088 0.9093 -0.1018  -0.033
C: -0.2870 -1.3756 -0.1145  0.480
C: 0.7737 1.2180 -0.0202  0.663
H: 3.4584 0.8491 0.2394  -0.007
H: -0.6863 -2.3620 -0.2942  0.044
H: 1.1059 2.1498 -0.1184  0.040
H: -2.8968 1.3141 -0.3164  -0.007
H: -2.9731 -1.3169 0.8855  0.007
H: 3.2428 -0.9648 -0.0973  -0.008

# 6
# C31H27FN6O10SY

A molecular structure, C31H27FN6O10SY (ωB97M-V/def2-TZVPD, the Open Molecules 2025 dataset).

Results
- maximum force (eV/A) = 0.2
- total charge = -1
- E_LUMO (eV) = 2.075
- energy above the lowest of the compared OMol25 structures with the same formula, charge and spin (eV) = 0.1100
- HOMO level (eV) = -4.90
- gap between HOMO and LUMO (eV) = 6.97

Last column: Mulliken charge in e.
Atoms and positions in Å:
Y: -0.2417 -1.2550 0.2654  0.726
S: -2.4236 -0.0837 -1.4817  -0.479
F: 6.4307 -1.7862 -1.5047  -0.382
O: 0.0940 -0.5369 2.4328  -0.066
O: 0.5079 3.0964 0.5952  -0.744
O: 0.0534 0.9858 -2.8801  -0.462
O: 2.0440 -1.5431 0.7683  -0.957
O: 0.3436 0.9381 0.0066  0.484
O: 2.8823 0.9381 -1.0403  -0.217
O: 0.7780 -0.9215 -1.9538  -0.707
O: -1.4261 -3.0732 -0.9776  -0.388
O: 0.8256 -0.0972 4.4994  -0.864
O: 0.5520 -3.4727 -0.4524  -0.366
N: -2.7706 0.6763 1.0979  -0.920
N: -2.4316 -0.6164 1.3361  0.876
N: -1.2069 -2.9257 2.0016  0.742
N: -2.6662 2.3618 -0.4067  -0.490
N: 4.6638 0.4085 3.2257  0.351
N: -0.4900 -3.8908 -1.0257  0.176
C: -5.4568 0.6275 4.4284  -0.703
C: -2.1100 -4.4064 4.1612  -0.444
C: 0.9757 0.2137 -2.3630  0.489
C: -1.1109 -4.9008 3.3402  -1.041
C: 4.6601 -1.3836 -0.0073  -0.917
C: -4.8064 -0.0787 3.4272  -0.036
C: 7.4740 0.6442 2.5620  -1.102
C: 2.4239 2.0668 -0.3112  -0.712
C: -3.3877 0.8151 5.6371  -0.856
C: 5.5635 1.2492 4.0435  0.543
C: 5.1278 -0.1477 2.0322  -1.163
C: 2.4161 -0.3309 2.7734  -0.306
C: 3.3556 0.2888 3.5344  -0.600
C: -2.1738 -2.4404 2.7959  0.104
C: -4.7483 1.0733 5.5363  -0.350
C: 0.9518 2.0441 0.1496  0.512
C: -2.6177 1.0216 -0.1618  0.433
C: 2.8008 -0.9334 1.5383  1.546
C: 0.9917 -0.3271 3.2977  0.050
C: 6.9664 0.6617 3.9927  -0.999
C: 6.4839 -0.0467 1.6629  0.938
C: 5.9750 -1.2628 -0.3440  0.102
C: -2.7198 -1.1054 2.4837  0.183
C: -2.6489 -3.1629 3.8877  -1.004
C: 5.0851 1.3967 5.4787  -1.896
C: 4.2275 -0.8217 1.1983  1.018
C: 6.8903 -0.6111 0.4744  -0.739
C: 2.3630 0.8439 -2.3428  -0.602
C: -2.7340 0.1020 4.6421  0.209
C: -0.6948 -4.1222 2.2710  -0.144
C: -3.4478 -0.3506 3.5356  -0.326
H: 6.9395 -0.3522 4.4034  0.327
H: -3.4265 -2.7399 4.5077  0.455
H: -6.5154 0.8387 4.3386  0.381
H: -0.6536 -5.8645 3.5159  0.380
H: 0.0829 -4.4604 1.5978  0.456
H: -1.6646 -0.0800 4.6996  0.416
H: -2.4656 -4.9810 5.0075  0.421
H: -5.2543 1.6307 6.3155  0.369
H: 3.9359 -1.8807 -0.6389  0.745
H: 7.6299 1.6731 2.2219  0.343
H: 7.6218 1.2598 4.6273  0.367
H: 5.8554 1.9237 6.0419  0.455
H: 4.1661 1.9727 5.5635  0.517
H: -0.8562 0.6406 -2.5866  0.147
H: 8.4400 0.1410 2.4962  0.439
H: -2.8280 1.1784 6.4902  0.430
H: -2.3016 2.6281 -1.3056  0.283
H: 5.5942 2.2423 3.5780  0.153
H: 3.0148 0.7140 4.4661  0.632
H: 3.0311 0.1903 -2.9065  0.355
H: 2.3207 1.8275 -2.8218  0.350
H: 4.9275 0.4206 5.9408  0.357
H: 7.9276 -0.5570 0.1672  0.485
H: -5.3462 -0.4101 2.5488  0.441
H: -2.3284 2.9204 0.3659  0.292
H: 2.5840 2.9843 -0.8885  0.382
H: 3.0464 2.1180 0.5848  0.122